Computed, not measured: a cluster of 5 separate species, C5H19NO5 in total at a distorted geometry, with the ωB97M-V functional and the def2-TZVPD basis.

Summary:
- energy relative to the best compared isomer or geometry (same formula, charge and spin) (eV) = 1.254
- net charge = 0
- lowest unoccupied orbital energy (eV) = 0.52
- E_tot (hartree) = -632.82360
- frontier orbital gap (eV) = 9.64
- multiplicity = 1
- SMILES = CN[C@H](C)CC=O.O.O.O.O

Each line ends with the natural charge from an NBO analysis.
Geometry (Å):
C: -0.491 0.006 -2.892  -0.41
N: -0.179 -0.353 -1.523  -0.64
C: -0.811 -1.531 -0.967  -0.04
C: -2.325 -1.468 -0.849  -0.65
C: -0.106 -1.874 0.362  -0.56
C: -0.753 -1.296 1.585  0.46
O: -0.808 -0.090 1.694  -0.60
H: -0.328 -0.840 -3.569  0.20
H: 0.209 0.769 -3.248  0.21
H: -1.509 0.395 -2.988  0.17
H: -0.258 0.443 -0.901  0.34
H: -0.516 -2.372 -1.601  0.20
H: -2.707 -1.081 0.104  0.21
H: -2.792 -0.796 -1.563  0.22
H: -2.738 -2.482 -0.880  0.22
H: 0.180 -2.903 0.481  0.22
H: 0.893 -1.439 0.427  0.30
H: -1.046 -1.848 2.502  0.13
O: 2.908 -0.656 0.664  -0.97
H: 3.009 -1.062 -0.205  0.47
H: 3.078 0.287 0.469  0.50
O: 1.707 2.773 2.427  -0.99
H: 1.866 1.834 2.535  0.48
H: 0.775 3.039 2.370  0.51
O: 2.121 1.846 -0.193  -0.98
H: 1.282 1.385 -0.265  0.47
H: 2.210 2.372 0.625  0.51
O: -1.008 2.718 1.839  -0.94
H: -0.961 2.037 2.523  0.49
H: -0.901 2.187 1.036  0.48